No. 1
Density functional theory data (the ωB97M-V functional and the def2-TZVPD basis) for 2 unconnected molecules or ions with the total composition C16H21FO8.

Results
Net charge: -2
Gap between HOMO and LUMO (Ha): 0.0619

Atoms and positions in Å:
1 C 3.08620 -1.04773 0.82846
2 C 1.78377 -0.08197 0.83065
3 C 1.90853 0.84398 -0.44688
4 C 0.74212 1.96002 -0.55718
5 C 0.93112 2.99175 0.63694
6 C -0.67879 1.29156 -0.63859
7 C -1.17098 0.89247 -1.91913
8 C -0.34575 1.04245 -3.26726
9 O -0.41062 -0.26265 -3.93476
10 O 0.10462 -1.12987 -2.96532
11 C -2.60051 0.26045 -2.09404
12 O -3.18226 0.18227 -3.20340
13 C -3.39246 -0.26535 -0.84206
14 O -4.54368 -1.05330 -1.06741
15 C -2.89021 0.10234 0.41713
16 C -3.66480 -0.44618 1.69726
17 C -2.77817 -1.48947 2.53579
18 C -2.03092 -2.54703 1.60190
19 F -2.89412 -2.99217 0.53857
20 C -1.61610 1.01648 0.56531
21 O -1.42240 1.45352 1.74077
22 H 3.84328 -0.61659 0.09084
23 H 3.60084 -1.07490 1.82979
24 H 2.83484 -2.08004 0.42045
25 H 0.88527 -0.77827 0.72771
26 H 1.78482 0.48059 1.80754
27 H 1.94187 0.20117 -1.38930
28 H 2.88271 1.42345 -0.43357
29 H 0.99403 2.53508 -1.50989
30 H 1.67190 3.81501 0.37028
31 H 1.19599 2.51496 1.62016
32 H -0.06002 3.53543 0.80448
33 H -0.86614 1.75525 -3.96698
34 H 0.75113 1.24257 -3.11196
35 H 0.17804 -2.02170 -3.35285
36 H -5.29849 -0.43904 -1.12961
37 H -4.66868 -0.88488 1.43262
38 H -3.84729 0.43010 2.40629
39 H -1.98915 -0.85646 3.06060
40 H -3.45621 -2.03310 3.26168
41 H -1.82959 -3.47770 2.22479
42 H -1.05568 -2.15471 1.18403
43 C 6.41053 -0.60710 0.78822
44 O 6.84918 -1.74950 0.51933
45 O 6.09283 0.27728 -0.08337
46 O 6.21940 -0.15841 1.97194

Results of the Löwdin charge analysis, in e, for atoms 1 through 5: number 1, C, carries -0.104; number 2, C, carries -0.223; number 3, C, carries -0.169; number 4, C, carries -0.293; number 5, C, carries -0.092



No. 2
Density functional theory data (the ωB97M-V functional and the def2-TZVPD basis) for 2 unconnected molecules or ions with the total composition C2H2I2.

Results
Energy above the lowest of the compared OMol25 structures with the same formula, charge and spin (kJ/mol): 138.7
Gap between HOMO and LUMO (Ha): 0.3639

Atoms and positions in Å:
1 C -0.92803 1.26345 0.23159
2 C -1.84820 0.44984 0.11516
3 I -3.54700 -0.55907 -0.31063
4 H -0.01980 1.67571 0.50745
5 I 3.87837 -1.04471 -0.27529
6 H 2.46466 -1.78522 -0.26828

Results of the Löwdin charge analysis, in e, for atoms 1 through 5: number 1, C, carries -0.019; number 2, C, carries -0.806; number 3, I, carries 0.830; number 4, H, carries -0.003; number 5, I, carries 0.359



No. 3
Density functional theory data (the ωB97M-V functional and the def2-TZVPD basis) for 2 unconnected molecules or ions with the total composition C2H4Cl3FNO2P.

Results
Energy above the lowest of the compared OMol25 structures with the same formula, charge and spin (kJ/mol): 0.0
Gap between HOMO and LUMO (Ha): 0.3418

Atoms and positions in Å:
1 Cl 0.95616 3.79032 1.31164
2 C 0.84430 2.08145 1.72464
3 Cl 1.02871 1.83251 3.45672
4 Cl -0.68585 1.39818 1.15514
5 H 1.64613 1.55738 1.22070
6 O 1.63204 -1.49642 0.44166
7 N 0.79358 -1.99419 -0.18284
8 O 0.75159 -1.43457 -1.51020
9 C -0.40622 -0.60947 -1.67079
10 P -2.07148 -1.34946 -1.24395
11 F -1.69484 -2.88101 -0.97321
12 H -0.42451 -0.33781 -2.72510
13 H -0.24756 0.30946 -1.09176
14 H -2.12204 -0.86636 0.08735

Results of the Löwdin charge analysis, in e, for atoms 1 through 5: number 1, Cl, carries 0.537; number 2, C, carries -1.546; number 3, Cl, carries 0.540; number 4, Cl, carries 0.544; number 5, H, carries 0.009



No. 4
Density functional theory data (the ωB97M-V functional and the def2-TZVPD basis) for 2 unconnected molecules or ions with the total composition C2H6NO3.

Results
Energy above the lowest of the compared OMol25 structures with the same formula, charge and spin (kJ/mol): 177.9
Net charge: -1
Gap between HOMO and LUMO (Ha): 0.2735

Atoms and positions in Å:
1 O 0.31230 -3.14629 -0.31750
2 C -0.50323 -2.46451 0.30107
3 N -0.39749 -1.14561 0.52171
4 C 0.58788 -0.09622 0.13308
5 O 0.00065 1.02950 -0.22447
6 H -1.27362 -2.88770 0.96148
7 H -1.12901 -0.72722 1.08297
8 H 1.28934 -0.07839 1.04471
9 H 1.21649 -0.56366 -0.66957
10 H 0.18052 2.61038 -0.79980
11 H -0.03098 3.96469 -1.43150
12 O -0.25286 3.50502 -0.60217

Results of the Löwdin charge analysis, in e, for atoms 1 through 5: number 1, O, carries -0.064; number 2, C, carries -0.421; number 3, N, carries 0.023; number 4, C, carries -0.498; number 5, O, carries -0.281



No. 5
Density functional theory data (the ωB97M-V functional and the def2-TZVPD basis) for 12 unconnected molecules or ions with the total composition C44H72O28.

Results
Net charge: +1
Gap between HOMO and LUMO (alpha / beta) (Ha): 0.2663 / 0.0871
Multiplicity: 2

Atoms and positions in Å:
1 C 3.27925 -8.43255 18.55370
2 O 1.99060 -8.34695 19.19058
3 C 1.20090 -7.36477 19.13016
4 O 1.35755 -6.46041 18.36392
5 O 0.15061 -7.63366 19.92471
6 C -1.04366 -6.87747 19.72580
7 H 3.76670 -9.40722 18.53093
8 H 4.00181 -7.64952 18.78361
9 H 3.00791 -8.29053 17.50761
10 H -1.34100 -6.98242 18.68240
11 H -0.97639 -5.84184 20.05902
12 H -1.86931 -7.39352 20.21581
13 C -2.93363 -0.73947 25.03427
14 O -2.53538 -0.66275 26.35604
15 C -1.40486 -0.09353 26.64640
16 O -0.72517 0.63259 25.84517
17 O -1.29266 -0.18412 27.93414
18 C -0.20711 0.42026 28.52196
19 H -3.16843 0.30584 24.83352
20 H -3.82172 -1.37098 25.05842
21 H -2.12168 -1.07735 24.39030
22 H -0.21650 0.50040 29.60897
23 H 0.17207 1.40070 28.23378
24 H 0.64086 -0.26404 28.49359
25 C -2.59901 -6.13119 28.71789
26 O -3.97046 -5.95113 29.04601
27 C -4.42946 -6.24719 30.21814
28 O -3.83721 -6.88913 31.08099
29 O -5.67510 -5.76014 30.27972
30 C -6.45360 -6.14539 31.36871
31 H -2.52676 -6.38653 27.66069
32 H -2.10937 -6.93254 29.27123
33 H -2.05960 -5.25760 29.08392
34 H -7.43840 -5.67875 31.34629
35 H -5.95817 -5.69318 32.22786
36 H -6.39518 -7.22225 31.52707
37 C -6.48999 -1.63326 21.86391
38 O -6.93751 -0.72142 22.93277
39 C -7.99921 -1.16164 23.63413
40 O -8.68627 -2.17400 23.30878
41 O -8.27854 -0.28025 24.63837
42 C -9.28672 -0.56862 25.59846
43 H -7.24959 -1.96771 21.15734
44 H -6.11937 -2.61493 22.15898
45 H -5.73024 -1.18233 21.22553
46 H -9.56755 0.23604 26.27799
47 H -9.01668 -1.39816 26.25196
48 H -10.15991 -1.04243 25.14996
49 O -0.41790 -6.91093 26.44431
50 C 0.27782 -7.82428 26.84953
51 O 0.22501 -8.99213 26.30985
52 C 1.13111 -9.94808 26.85386
53 C 2.08346 -9.02198 27.57173
54 C 1.28274 -7.82262 27.94579
55 H 1.63301 -10.34180 25.97002
56 H 0.46780 -10.57890 27.44563
57 H 2.90537 -8.75220 26.90857
58 H 2.47758 -9.50837 28.46403
59 H 1.75225 -6.84158 28.01799
60 H 0.71842 -7.97151 28.86637
61 O -0.25067 -12.16237 24.74898
62 C -1.41767 -11.66684 24.63155
63 O -2.47229 -12.47731 24.91823
64 C -3.72908 -11.70534 24.70486
65 C -3.30757 -10.28317 24.59030
66 C -1.87571 -10.32137 24.15845
67 H -4.30924 -11.97501 25.58736
68 H -4.12344 -12.01918 23.73838
69 H -3.39364 -9.67599 25.49142
70 H -3.85255 -9.84538 23.75397
71 H -1.16971 -9.70435 24.71429
72 H -1.78992 -10.28230 23.07254
73 O -3.47397 -5.86687 18.92147
74 C -4.37914 -6.22504 18.22518
75 O -4.53646 -7.46707 17.82025
76 C -5.68046 -7.66954 17.02878
77 C -5.88104 -6.27499 16.41822
78 C -5.43915 -5.38592 17.63400
79 H -6.54636 -8.00003 17.60244
80 H -5.38042 -8.33292 16.21761
81 H -6.91677 -6.23436 16.08100
82 H -5.13356 -6.03937 15.66069
83 H -6.11779 -5.23079 18.47274
84 H -5.08496 -4.39001 17.36790
85 O 2.12346 -2.43845 28.66363
86 C 1.41836 -2.64472 27.65541
87 O 1.64979 -2.00703 26.46951
88 C 0.98665 -2.65037 25.40092
89 C -0.10319 -3.56805 25.95028
90 C 0.31768 -3.68256 27.42279
91 H 1.81281 -3.06845 24.82580
92 H 0.44168 -1.89592 24.83355
93 H -0.27982 -4.57213 25.56463
94 H -1.05778 -3.04632 25.88214
95 H 0.67855 -4.70624 27.52253
96 H -0.63521 -3.50209 27.92031
97 O -1.00787 0.18846 19.43743
98 C -1.44118 -0.96805 19.37322
99 O -0.89455 -1.92098 18.52145
100 C -1.41790 -3.27394 18.75724
101 C -2.66835 -2.91445 19.59375
102 C -2.42676 -1.59691 20.33539
103 H -0.62157 -3.80163 19.28212
104 H -1.62184 -3.92259 17.90532
105 H -2.89633 -3.82014 20.15575
106 H -3.59339 -2.69750 19.05959
107 H -2.01601 -1.72382 21.33703
108 H -3.38988 -1.08780 20.37152
109 O -7.84693 -8.03068 19.44015
110 C -8.13896 -6.89611 19.82233
111 O -7.67700 -6.45979 21.00298
112 C -8.04595 -5.17346 21.39151
113 C -8.54547 -4.51989 20.09159
114 C -8.92964 -5.74395 19.18111
115 H -7.17134 -4.64924 21.77667
116 H -8.73195 -5.09469 22.23490
117 H -7.84025 -3.78686 19.69990
118 H -9.38442 -3.91440 20.43460
119 H -8.51616 -5.55335 18.19075
120 H -9.96438 -6.05217 19.33084
121 O -5.57017 -0.61839 29.40219
122 C -5.44001 -1.48439 28.51985
123 O -6.15459 -1.47699 27.32692
124 C -6.00656 -2.69690 26.57391
125 C -5.51795 -3.66201 27.71492
126 C -4.62644 -2.77835 28.60633
127 H -5.15704 -2.59633 25.89840
128 H -6.90099 -3.12757 26.12378
129 H -5.03781 -4.52545 27.25442
130 H -6.31976 -4.01264 28.36473
131 H -3.68910 -2.63462 28.06890
132 H -4.40170 -3.30632 29.53307
133 O -3.66962 -3.77565 24.66276
134 C -3.78862 -4.79962 23.95032
135 O -4.44825 -4.72259 22.83889
136 C -4.60559 -5.99766 22.25044
137 C -3.74410 -6.94952 23.05745
138 C -3.16007 -6.14788 24.19229
139 H -4.29024 -6.00163 21.20707
140 H -5.63021 -6.36924 22.26325
141 H -3.03192 -7.49041 22.43428
142 H -4.34665 -7.78108 23.42289
143 H -2.08785 -6.11180 24.38498
144 H -3.60606 -6.50250 25.12151

Results of the Löwdin charge analysis, in e, for atoms 1 through 5: number 1, C, carries -0.002; number 2, O, carries 0.029; number 3, C, carries -0.681; number 4, O, carries 0.137; number 5, O, carries 0.005



No. 6
Density functional theory data (the ωB97M-V functional and the def2-TZVPD basis) for 2 unconnected molecules or ions with the total composition C3H6N2O.

Results
Energy above the lowest of the compared OMol25 structures with the same formula, charge and spin (kJ/mol): 191.9
Gap between HOMO and LUMO (Ha): 0.3727

Atoms and positions in Å:
1 C 0.96510 0.74169 -2.15789
2 C 0.40419 1.27541 -1.08881
3 O 0.32713 0.69258 0.13574
4 H 0.98628 1.26591 -3.09332
5 H 1.41777 -0.23584 -2.12924
6 H -0.05956 2.25124 -1.08452
7 H 0.75841 -0.17423 0.10301
8 N 0.14948 -2.56195 1.24372
9 C -0.56342 -1.74248 1.61502
10 N -1.42140 -0.81016 1.97137
11 H -1.70293 -0.79600 2.93957
12 H -1.26105 0.09382 1.54533

Results of the Löwdin charge analysis, in e, for atoms 1 through 5: number 1, C, carries 0.010; number 2, C, carries -0.275; number 3, O, carries -0.036; number 4, H, carries 0.048; number 5, H, carries 0.059